Record 1
Here is 3 unconnected molecules or ions with the total composition C28H59NO6S from OMol25. Energies are from the ωB97M-V functional and the def2-TZVPD basis.

```
95
Properties=species:S:1:pos:R:3:forces:R:3
S -10.759 1.457 -0.695 -0.048 -0.047 0.053
O 0.687 -1.426 3.396 -0.060 0.020 0.027
O -6.829 0.808 -2.696 -0.447 0.234 -0.667
O -9.702 2.078 -1.714 -0.200 0.055 -0.211
O -10.974 0.078 -1.005 -0.049 0.088 -0.018
O -11.877 2.353 -0.630 0.096 -0.061 -0.027
O 7.637 -1.815 -2.422 0.028 0.042 0.019
N -4.773 0.412 -1.789 0.309 0.241 0.328
C 1.488 -2.582 3.640 -0.024 -0.088 0.069
C -8.802 0.447 1.045 0.146 0.127 0.100
C -6.551 0.774 -0.268 -0.236 -0.197 -0.237
C -4.138 0.377 -0.467 -0.342 -0.017 -0.344
C 8.151 -3.346 -4.234 0.054 0.029 0.042
C -3.071 -0.711 -0.364 0.148 -0.081 0.025
C -9.813 1.573 0.793 -0.002 -0.025 0.255
C 6.452 1.300 -0.937 0.220 0.056 0.045
C -0.993 0.747 0.004 -0.065 0.019 -0.005
C -0.034 0.303 -1.105 -0.150 -0.045 0.007
C -6.114 0.666 -1.741 0.147 -0.187 0.542
C -1.900 -0.357 0.556 -0.088 0.026 0.029
C -5.354 0.149 0.446 0.408 0.166 0.510
C 7.269 -2.209 -3.742 -0.072 -0.095 -0.022
C 0.705 -3.850 3.340 -0.031 0.039 -0.064
C 8.348 2.756 0.081 -0.073 0.029 0.231
C -6.650 2.308 -0.035 0.074 0.063 0.050
C 8.902 2.837 1.519 -0.035 -0.028 -0.134
C 2.034 -2.572 5.059 0.005 0.079 -0.007
C 4.079 0.400 -0.586 0.003 0.241 -0.005
C 5.792 -2.566 -3.802 -0.015 0.056 0.046
C 7.881 1.355 -0.365 0.109 0.013 -0.159
C 5.402 0.828 0.070 0.113 0.004 0.035
C 1.874 -0.418 0.468 0.155 -0.137 -0.018
C 0.953 -0.790 -0.695 0.068 0.147 -0.016
C 2.806 0.769 0.201 -0.091 0.003 0.044
C -7.872 -0.009 -0.090 0.163 0.011 0.301
C -6.575 2.827 1.414 -0.198 -0.035 -0.105
H 5.829 -0.007 0.635 -0.107 0.004 0.039
H 8.565 0.968 -1.123 0.016 0.000 0.051
H -0.429 1.194 0.827 0.047 -0.046 -0.039
H -10.598 1.542 1.553 0.077 0.001 0.024
H 1.212 -2.617 5.779 0.000 -0.037 0.003
H 7.961 0.663 0.479 -0.050 -0.008 -0.032
H 7.507 3.450 -0.002 0.001 -0.031 -0.030
H 1.563 -1.052 -1.567 -0.039 -0.042 0.009
H 0.333 -3.836 2.315 0.013 0.004 -0.002
H -1.622 1.549 -0.397 0.067 0.046 0.057
H 2.316 -2.493 2.933 0.004 0.020 -0.015
H 1.292 -0.268 1.379 -0.029 0.081 -0.094
H 6.443 0.649 -1.814 -0.068 -0.082 0.079
H 4.040 0.863 -1.576 -0.045 -0.112 -0.023
H -8.171 0.786 1.873 -0.155 -0.063 0.095
H -7.590 -1.035 0.163 -0.044 -0.014 -0.149
H 5.222 1.626 0.799 -0.013 -0.013 -0.019
H 2.269 1.547 -0.349 -0.025 0.017 0.116
H 9.107 3.123 -0.612 -0.072 0.035 -0.026
H 5.183 -1.733 -3.452 0.009 0.007 -0.004
H 3.075 1.224 1.158 0.083 -0.078 -0.024
H -10.191 2.454 -2.468 0.179 -0.081 0.120
H -7.559 3.127 1.781 0.049 -0.018 0.029
H -0.065 -1.453 3.999 0.015 0.002 0.000
H 2.596 -1.657 5.246 0.004 -0.003 -0.012
H 8.723 1.904 2.057 0.012 0.048 0.039
H -5.140 0.571 1.429 -0.131 0.007 0.025
H -6.193 2.085 2.112 0.075 0.036 0.019
H -0.154 -3.931 4.011 0.017 -0.019 0.025
H -3.702 1.360 -0.251 0.053 -0.033 0.037
H -5.505 -0.920 0.613 -0.040 -0.012 -0.230
H -9.381 2.571 0.835 -0.032 0.011 -0.195
H 0.502 1.186 -1.462 0.020 -0.049 -0.018
H 8.011 -4.230 -3.606 -0.027 -0.015 -0.020
H -4.268 0.794 -2.576 -0.003 -0.298 -0.108
H 7.907 -3.619 -5.262 -0.012 0.000 -0.002
H 4.102 -0.683 -0.739 0.013 0.032 -0.140
H 1.324 -4.738 3.473 0.006 -0.001 0.010
H -1.322 -1.264 0.744 0.040 0.059 0.058
H -0.613 -0.057 -1.963 0.017 0.011 0.020
H 7.450 -1.322 -4.352 0.010 0.019 0.005
H -8.390 -0.067 -1.046 -0.051 0.148 0.027
H 9.975 3.027 1.534 -0.007 -0.051 0.027
H 2.511 -1.289 0.668 -0.066 0.009 0.119
H -2.701 -0.946 -1.366 0.030 0.066 0.031
H 2.688 -3.426 5.236 -0.004 -0.011 -0.004
H 0.392 -1.687 -0.419 0.087 -0.052 -0.082
H 6.187 2.305 -1.281 -0.096 -0.095 -0.146
H 8.421 3.638 2.083 0.055 -0.004 0.022
H 9.202 -3.062 -4.188 -0.005 0.011 -0.004
H -7.571 2.654 -0.500 0.016 -0.009 -0.144
H 5.587 -3.428 -3.161 0.005 -0.026 -0.025
H 7.494 -2.567 -1.836 0.008 0.016 0.000
H -5.849 2.778 -0.614 0.024 -0.020 0.073
H -2.291 -0.052 1.533 -0.010 0.021 -0.035
H -5.936 3.707 1.477 0.011 -0.036 0.020
H 5.486 -2.819 -4.819 0.007 -0.007 -0.005
H -3.550 -1.623 0.002 0.028 -0.031 -0.102
H -9.362 -0.407 1.426 0.013 -0.057 -0.169
```
Positions in Å, forces in eV/Å.

Results
HOMO ... -9.4 eV
Gap between HOMO and LUMO ... 0.365 hartree
SMILES ... CCCCCCCCCCCCC[C@@H]1C[C@](CC)(CCCS(=O)(=O)O)C(=O)N1.CC(C)O.CC(C)O
E_LUMO ... 0.5247 eV

Results of the Mulliken charge analysis, in e, for atoms 1 through 8: 1.194 -0.492 -0.660 -0.417 -0.602 -0.660 -0.468 -0.209

***

Record 2
Here is a molecular structure, C6H11N in a non-equilibrium geometry from OMol25. Energies are from the ωB97M-V functional and the def2-TZVPD basis.

```
18
Properties=species:S:1:pos:R:3:forces:R:3
N -2.199 -1.215 0.530 0.481 -0.317 -0.282
C 0.496 1.170 1.589 0.055 -0.036 0.042
C 0.378 -0.914 0.220 0.103 1.068 0.418
C 0.585 0.471 0.270 -0.147 -0.894 -0.041
C 0.189 -1.738 -0.946 -1.355 0.881 0.764
C -1.320 -0.746 -0.270 0.441 -1.297 -1.161
C 0.993 1.229 -0.949 -0.100 0.040 -0.221
H 0.461 -1.371 -1.927 -0.051 -0.158 0.060
H 0.114 2.188 1.475 -0.002 -0.053 -0.016
H 0.844 2.303 -0.833 0.069 -0.039 0.063
H 0.305 -1.431 1.173 -0.143 0.084 -0.049
H -0.018 -2.786 -0.781 0.068 0.115 -0.161
H -0.172 0.627 2.266 0.094 0.050 -0.036
H -1.485 -0.061 -1.100 0.344 0.153 0.232
H 1.480 1.248 2.067 -0.082 0.018 0.038
H 2.053 1.046 -1.174 -0.062 0.068 -0.022
H -3.137 -0.949 0.233 0.241 0.368 0.288
H 0.435 0.929 -1.844 0.048 -0.050 0.083
```
Positions in Å, forces in eV/Å.

Results
ΔE to the lowest compared entry with this formula, charge and spin ... 385.9 kJ/mol
HOMO ... -6.8 eV
Gap between HOMO and LUMO ... 0.287 hartree
E_LUMO ... 0.9702 eV

Results of the natural (NBO) charge analysis, in e, for atoms 1 through 8: -0.796 -0.640 -0.240 0.017 -0.447 0.207 -0.651 0.213

***

Record 3
Here is a molecular structure, C15H22O5 in a non-equilibrium geometry from OMol25. Energies are from the ωB97M-V functional and the def2-TZVPD basis.

```
42
Properties=species:S:1:pos:R:3:forces:R:3
O 1.245 2.155 -1.645 0.348 2.012 -0.858
O 0.457 -2.046 -0.660 -2.220 -5.807 -1.307
O -1.477 4.782 0.670 5.462 -0.130 0.880
O 0.422 -0.119 1.182 1.183 1.309 3.354
O 0.272 4.133 2.263 1.523 2.559 2.462
C 1.134 1.682 -0.381 -0.068 -7.823 1.876
C 0.043 4.749 1.087 0.153 1.891 -1.050
C -0.008 -6.614 -1.713 -4.588 -7.346 0.210
C -0.892 -4.390 -0.607 -1.298 0.140 8.133
C 0.287 -4.375 -1.228 -1.717 -0.330 -4.439
C 0.533 0.202 -0.146 -7.212 3.157 -0.277
C -1.067 -6.763 -0.861 -1.450 1.707 4.287
C 0.952 -3.195 -1.691 -3.611 4.450 1.908
C -0.216 2.898 2.636 8.881 -2.448 5.036
C -2.110 5.706 1.497 -2.961 3.173 -11.166
C -1.347 -5.601 0.000 -4.327 -3.220 -2.721
C 1.038 -0.915 -0.845 3.786 3.514 -6.999
C 0.419 -5.477 -2.053 6.490 4.097 -1.068
C 0.906 4.092 0.024 5.165 4.624 -0.699
C 0.557 2.888 -0.574 -8.486 -1.835 -1.502
H 2.070 -0.940 -0.637 2.087 -0.311 0.488
H 0.401 2.043 2.199 -0.725 0.991 0.777
H -2.160 5.473 2.378 -0.930 -3.199 9.666
H -3.155 5.611 0.867 1.828 1.159 2.468
H -0.797 2.760 -0.655 4.125 0.588 -0.159
H 0.877 -2.845 -2.733 -0.496 -0.112 0.476
H 1.005 4.831 -0.870 0.039 -0.799 1.599
H -2.416 -5.720 0.778 3.729 0.811 -2.425
H 1.292 -5.543 -2.685 0.133 0.586 -0.754
H 0.124 -7.547 -2.229 0.949 0.000 -0.787
H -1.717 6.755 1.518 -0.077 -0.646 -0.799
H 1.085 -0.569 -2.062 -0.351 -0.722 2.623
H 2.169 3.995 0.551 -3.918 0.451 -1.586
H -0.651 0.321 -0.356 2.154 -0.113 -0.848
H -1.077 -3.644 0.191 -0.228 0.752 -1.423
H -1.624 -7.710 -0.784 0.595 0.455 0.322
H -0.332 2.748 3.813 0.570 0.724 -2.545
H 1.907 1.555 0.268 3.435 0.817 1.434
H 1.888 -3.232 -1.399 5.096 -0.226 0.863
H 0.603 5.961 1.221 -2.385 -3.471 -0.347
H -1.023 2.944 2.244 -10.782 -1.047 -4.393
H 0.378 -1.041 1.429 0.100 -0.381 -0.713
```
Positions in Å, forces in eV/Å.

Results
ΔE to the lowest compared entry with this formula, charge and spin ... 1595.5 kJ/mol
HOMO ... -9.2 eV
Gap between HOMO and LUMO ... 0.364 hartree
E_LUMO ... 0.6551 eV

Results of the natural (NBO) charge analysis, in e, for atoms 1 through 8: -0.460 -0.560 -0.566 -0.751 -0.565 0.051 0.399 -0.235